Entry w
8
Properties=species:S:1:pos:R:3:nbo_charge:R:1 method="wB97M-V/def2-TZVPD" orbital_gap_ev="10.97 / 9.05" lumo_ev="0.2 / -0.3" total_charge=0 e_homo_ev="-10.82 / -9.39"
C 1.0053 0.5494 -0.1321 -0.014
N 0.6130 -0.4206 0.6778 -0.051
N -1.6703 -0.5182 -0.2812 -0.646
O 1.4741 -0.8148 -0.2451 -0.279
H 0.2830 0.8060 -0.9417 0.197
H 1.6677 1.3369 0.2466 0.178
H -1.4076 -1.2348 0.3862 0.319
H -1.9652 0.2961 0.2896 0.296

Entry x
8
Properties=species:S:1:pos:R:3:nbo_charge:R:1 method="wB97M-V/def2-TZVPD" orbital_gap_ev="8.11 / 8.46" lumo_ev="-0.4 / -0.1" total_charge=0 e_homo_ev="-8.53 / -8.57"
C 0.2339 0.0663 0.0912 0.410
N -0.2506 -1.1228 0.1386 -0.780
N -0.4757 1.1803 0.1484 -0.807
O 2.6895 -0.0530 0.1599 -0.375
H -1.1940 -1.2512 -0.0470 0.352
H 0.4116 -1.8351 -0.1594 0.427
H -1.4843 1.0382 -0.2330 0.352
H 0.0694 1.9773 -0.0988 0.421

Entry y
8
Properties=species:S:1:pos:R:3:nbo_charge:R:1 method="wB97M-V/def2-TZVPD" orbital_gap_ev=10.39 lumo_ev=0.6 total_charge=0 e_homo_ev=-9.76
C 1.7260 0.1372 0.0700 -0.185
N 0.4869 0.4031 0.3077 -0.093
N -1.8999 0.0904 0.1382 -0.468
O -0.3312 -0.4432 -0.2993 -0.295
H 2.4196 0.8754 0.6848 0.191
H 2.1302 -0.6010 -0.5109 0.175
H -2.0719 0.2951 -0.7799 0.333
H -2.4596 -0.7570 0.3894 0.342

Which one is most stable, and which one is least stable? entry y is the most stable of them, while entry x is the least stable.

Entry w
8
Properties=species:S:1:pos:R:3:nbo_charge:R:1 method="wB97M-V/def2-TZVPD" orbital_gap_ev=10.92 lumo_ev=0.7 total_charge=0 e_homo_ev=-10.25
H 1.7439 -0.0239 1.8322 0.348
N 1.2127 0.5377 1.2041 -0.650
C 0.0994 0.0555 0.8236 0.380
O -0.5923 0.8019 -0.0537 -0.417
N -1.0289 0.0060 -1.3885 -0.486
H -0.3738 -0.9772 0.9716 0.134
H -0.6252 -0.9514 -1.3848 0.337
H -0.4357 0.5513 -2.0045 0.355

Entry x
8
Properties=species:S:1:pos:R:3:nbo_charge:R:1 method="wB97M-V/def2-TZVPD" orbital_gap_ev=10.33 lumo_ev=0.5 total_charge=0 e_homo_ev=-9.80
N -0.4515 -0.9591 0.6254 -0.868
C 0.4983 -0.1399 0.0024 0.754
N 0.0199 0.6618 -0.9615 -0.860
O 1.6752 0.1441 0.4135 -0.677
H -0.0893 -1.2729 1.6211 0.412
H -1.4797 -0.4770 0.7385 0.390
H -1.0144 0.6860 -1.2232 0.406
H 0.8415 1.3570 -1.2163 0.443

Entry y
8
Properties=species:S:1:pos:R:3:nbo_charge:R:1 method="wB97M-V/def2-TZVPD" orbital_gap_ev=11.01 lumo_ev=1.1 total_charge=0 e_homo_ev=-9.92
O 1.4891 -0.1247 -0.1980 -0.752
C 0.1401 -0.0522 0.5201 0.314
N -0.7829 -0.8541 -0.1142 -0.461
N -0.8251 0.5713 -0.3114 -0.484
H 1.6745 0.7690 -0.5897 0.481
H 0.1957 -0.0843 1.6498 0.189
H -0.3246 -1.2133 -1.0685 0.365
H -1.5669 0.9882 0.1120 0.347

Which one is most stable, and which one is least stable? entry x is the most stable of them, while entry w is the least stable.

Entry w
8
Properties=species:S:1:pos:R:3:nbo_charge:R:1 method="wB97M-V/def2-TZVPD" orbital_gap_ev=10.96 lumo_ev=0.8 total_charge=0 e_homo_ev=-10.14
H -1.7543 0.6868 1.7787 0.348
N -0.9364 0.6767 1.2004 -0.484
N -0.7935 -0.3101 0.4533 0.351
C 0.3349 -0.0934 -0.4931 -0.479
O -1.3837 -1.3751 0.5237 -0.452
H 0.6562 0.9017 -0.1407 0.253
H 0.0017 -0.2590 -1.5401 0.233
H 1.0934 -0.9302 -0.4873 0.231

Entry x
8
Properties=species:S:1:pos:R:3:nbo_charge:R:1 method="wB97M-V/def2-TZVPD" orbital_gap_ev="10.31 / 10.31" lumo_ev="0.2 / 0.2" total_charge=0 e_homo_ev="-10.08 / -10.08"
H 1.5381 1.4562 0.6248 0.347
N 0.7168 0.9717 0.7373 -0.401
N 0.5283 0.0576 -0.0829 0.306
C -0.8509 -0.4832 -0.0662 -0.447
O 1.4445 -0.5352 -0.9293 -0.513
H -0.8660 -0.9151 0.9000 0.238
H -1.5155 0.4720 -0.1924 0.228
H -0.9953 -1.0239 -0.9912 0.241

Which one is most stable, and which one is least stable? entry w is the most stable of them, while entry x is the least stable.